(1)
10
Properties=species:S:1:pos:R:3 method="wB97M-V/def2-TZVPD" smiles=NNCO energy_ha=-226.37468 e_lumo_ha=0.039 gap_ha=0.3641 e_above_lowest_kcal_mol=58.27
N -0.06192 1.30788 -0.86224
N -0.70711 0.15017 -0.03601
C 0.23487 -0.56319 0.83766
O 1.15272 -1.38609 0.08663
H 0.32502 0.97634 -1.72059
H -0.75605 1.97235 -1.20162
H -1.33869 0.63718 0.53513
H 0.96029 0.00778 1.32044
H -0.38234 -1.25466 1.59432
H 0.57322 -1.84776 -0.55370


(2)
10
Properties=species:S:1:pos:R:3 method="wB97M-V/def2-TZVPD" smiles="NC=O.N" energy_ha=-226.46086 e_lumo_ha=0.034 gap_ha=0.3969 e_above_lowest_kcal_mol=4.19
N -0.82430 -0.30561 -0.69478
C -0.40492 -0.92010 -1.83659
O 0.42356 -0.45804 -2.59196
H -1.72247 -0.58307 -0.33094
H -0.59717 0.67547 -0.61518
H -0.80058 -1.93788 -1.98227
N 0.74343 0.92259 1.86679
H 1.51063 1.53156 1.59648
H 1.03061 -0.03617 1.72985
H 0.64121 1.11124 2.85861


(3)
10
Properties=species:S:1:pos:R:3 method="wB97M-V/def2-TZVPD" energy_ha=-226.29931 e_lumo_ha="0.024 / 0.024" gap_ha="0.3209 / 0.3208" e_above_lowest_kcal_mol=105.57
C -0.01004 -0.28224 -0.74334
N -0.70980 -0.54737 1.45475
N -0.89827 -0.04048 0.18361
O 1.68702 1.08564 -0.82850
H 0.61387 -1.21940 -0.65366
H -0.12630 0.16353 -1.75903
H -1.49462 -0.23628 1.99930
H 0.13798 -0.44824 1.84691
H -1.57481 0.81836 0.00971
H 2.37499 0.70648 -1.50974


(4)
10
Properties=species:S:1:pos:R:3 method="wB97M-V/def2-TZVPD" smiles="[H]/N=C/N.O" energy_ha=-226.43674 e_lumo_ha=0.032 gap_ha=0.3696 e_above_lowest_kcal_mol=19.33
H 0.43972 3.16310 0.54520
N -0.19245 2.67945 1.17295
C 0.18866 1.52908 1.53969
N -0.44070 0.90250 2.57091
H 0.94177 0.91648 1.03700
H -1.01572 1.48114 3.15646
H -0.26997 -0.05523 2.80076
O -0.17387 -3.62880 -4.49354
H 0.09580 -4.10311 -3.69808
H 0.42676 -2.88461 -4.63135


(5)
12
Properties=species:S:1:pos:R:3 method="wB97M-V/def2-TZVPD" smiles="[NH2+]=[PH2]CON=O" energy_ha=-642.67717 charge=+1 e_lumo_ha=-0.159 gap_ha=0.3920
N 1.61892 -0.69850 0.11510
P 0.91121 0.73059 -0.22477
C -0.92011 0.84303 -0.15801
O -1.50398 -0.38581 -0.49385
N -1.54047 -1.26178 0.73473
O -2.04641 -2.25390 0.49074
H 1.56976 -1.06225 1.05924
H 1.57601 -1.43500 -0.57909
H 1.44107 1.67692 0.65263
H 1.34204 1.06486 -1.50678
H -1.22596 1.21109 0.82282
H -1.22208 1.57073 -0.91275


(6)
13
Properties=species:S:1:pos:R:3 method="wB97M-V/def2-TZVPD" energy_ha=-774.98287 e_lumo_ha=0.009 gap_ha=0.3491 e_above_lowest_kcal_mol=73.24
C -0.39381 -0.34000 1.37438
N -1.57128 -0.93705 -0.52300
N 1.38698 1.03909 -0.72289
O 1.14060 -1.35874 -0.97427
O 2.83762 -0.46994 0.69860
O -1.20016 0.07165 0.43370
S 1.47422 -0.39238 0.08616
H -0.25919 0.25974 2.28632
H -0.34809 -1.48411 1.68426
H -2.07329 -0.36273 -1.16131
H -0.75029 -1.29813 -0.97403
H 1.79647 1.74976 -0.17279
H 0.40755 1.20398 -1.03328


(7)
13
Properties=species:S:1:pos:R:3 method="wB97M-V/def2-TZVPD" energy_ha=-774.94791 e_lumo_ha="0.011 / 0.011" gap_ha="0.3676 / 0.3676" e_above_lowest_kcal_mol=95.18
C -1.49793 -0.54494 1.10591
N 1.68984 0.80680 -0.97013
N 0.45334 0.74144 -0.51718
O 0.67390 0.86512 1.85530
O 1.07036 -1.34718 0.89252
O -0.60019 -0.11639 -1.71258
S 0.26323 -0.15602 0.94106
H -1.33239 -1.57339 1.39248
H -1.68909 0.08463 1.91713
H -2.24884 -0.38423 0.43990
H 1.73149 1.15624 -1.99708
H 2.09215 -0.14891 -0.89703
H -0.60586 0.61683 -2.45027


(8)
13
Properties=species:S:1:pos:R:3 method="wB97M-V/def2-TZVPD" energy_ha=-774.97318 e_lumo_ha=0.023 gap_ha=0.3695 e_above_lowest_kcal_mol=79.33
C -2.02550 -1.00087 -0.73390
N -1.22582 -1.07583 0.21480
N 2.30771 -0.39539 0.76137
O 1.42211 0.70110 -1.31246
O 2.02655 2.06143 0.64401
O 2.93762 -1.15620 -0.27809
S 1.10619 0.80414 0.08796
H -2.47883 -0.06256 -0.83684
H 2.98846 1.93145 0.36632
H -2.56160 -1.65857 -1.42471
H -0.74380 -1.97378 0.46163
H 1.62300 -1.08897 1.14255
H 3.51144 -0.46112 -0.74392


(9)
14
Properties=species:S:1:pos:R:3 method="wB97M-V/def2-TZVPD" smiles="O=N[NH2+]COP(O)O" energy_ha=-793.20680 charge=+1 e_lumo_ha=-0.215 gap_ha=0.2814 e_above_lowest_kcal_mol=0.00
O 1.63428 -1.59634 -0.97493
N 2.22754 -1.26170 -0.05148
N 1.55868 0.13864 0.50514
C 0.75980 0.97614 -0.54622
O -0.54558 0.97375 -0.27356
P -1.59850 -0.48275 -0.42839
O -1.17044 -0.93309 1.06377
O -2.94682 0.16287 -0.18925
H 0.92586 -0.20389 1.21794
H 2.26137 0.70078 0.94719
H 1.23646 1.91033 -0.68390
H 1.03821 0.43817 -1.40223
H -1.82886 -1.44093 1.69340
H -3.55201 0.61804 -0.87748


(10)
11
Properties=species:S:1:pos:R:3 method="wB97M-V/def2-TZVPD" smiles="NC(N)=O.S" energy_ha=-624.62936 e_lumo_ha=0.029 gap_ha=0.3784 e_above_lowest_kcal_mol=11.08
N -0.24879 0.67758 2.43820
C 0.22596 0.10670 1.25675
N 0.94909 -1.12808 1.37365
O -0.00451 0.56696 0.16805
H 0.33205 1.27893 2.98638
H -1.07556 1.19775 2.17149
H 0.64604 -1.76032 0.65426
H 1.93655 -0.96897 1.28065
S -0.35521 -0.20150 -4.01984
H -1.31832 -0.51894 -4.89028
H -1.08729 0.74989 -3.41933


(11)
11
Properties=species:S:1:pos:R:3 method="wB97M-V/def2-TZVPD" smiles="[H]/N=P/[H].C=NP" energy_ha=-833.79819 e_lumo_ha=-0.015 gap_ha=0.3141 e_above_lowest_kcal_mol=49.74
H 3.84170 -0.34291 -1.29039
N 3.32757 -0.68893 -0.54096
P 2.51294 0.48906 0.10721
H 2.18904 -0.23570 1.30963
C -0.64562 0.40810 -0.70380
N -1.18589 0.10409 0.41308
P -2.76311 0.31993 0.98862
H 0.33746 0.12619 -0.83024
H -1.19067 0.89649 -1.57672
H -3.63136 -0.28562 0.07651
H -2.79206 -0.79071 2.04706


(12)
11
Properties=species:S:1:pos:R:3 method="wB97M-V/def2-TZVPD" energy_ha=-833.74600 e_lumo_ha="-0.015 / 0.016" gap_ha="0.2721 / 0.2980" e_above_lowest_kcal_mol=82.49
C 1.05268 1.27596 -0.04585
N -0.36669 -0.29096 1.41213
N -0.67099 -1.23963 0.49544
P 0.04274 1.03314 -1.34805
P -1.31881 -0.74047 -1.03790
H 0.93164 1.88260 0.85850
H 1.99790 0.95580 -0.36838
H 0.28190 -0.59060 2.22447
H -0.17729 -2.16091 0.63854
H -1.16496 1.66182 -0.97638
H -0.60812 -1.78675 -1.85251


(13)
10
Properties=species:S:1:pos:R:3 method="wB97M-V/def2-TZVPD" energy_ha=-549.31033 e_lumo_ha=-0.024 gap_ha=0.2389 e_above_lowest_kcal_mol=48.24
S -1.59657 -0.27662 0.35769
H -1.70553 0.88410 1.05721
N 0.87124 0.12418 -1.44889
C 1.20133 -0.36178 -0.20884
N 1.36775 0.57983 0.80094
H -0.09189 0.73653 -1.35105
H 0.83977 -0.54670 -2.18096
H 1.15619 -1.37350 0.10554
H 0.95571 0.42337 1.74388
H 1.50997 1.54476 0.69104


(14)
10
Properties=species:S:1:pos:R:3 method="wB97M-V/def2-TZVPD" smiles="[H]/N=[NH+]/CN" energy_ha=-205.61097 charge=+1 e_lumo_ha="-0.232 / -0.232" gap_ha="0.3100 / 0.3101" e_above_lowest_kcal_mol=91.90
H -1.77880 1.50042 0.57975
N -1.14773 0.79564 0.18139
N -0.00348 0.77837 0.62893
C 0.73271 -0.30383 0.05176
N -0.26548 -0.98295 -0.67496
H 0.41159 1.43058 1.31451
H 1.14596 -0.92926 0.85584
H 1.59152 0.09195 -0.52226
H 0.00024 -1.91467 -0.98128
H -0.68654 -0.46625 -1.43367


(15)
12
Properties=species:S:1:pos:R:3 method="wB97M-V/def2-TZVPD" energy_ha=-678.99986 charge=+1 e_lumo_ha="-0.233 / -0.201" gap_ha="0.2557 / 0.2728" e_above_lowest_kcal_mol=87.93
C -0.09188 -0.04800 0.79591
N -0.86091 0.23837 1.84712
N 0.48334 -1.16020 0.41568
N 0.12819 1.03870 0.04738
O 0.84042 0.95719 -1.02178
S -0.21915 -0.14100 -3.25256
H -1.08028 -0.42759 2.55656
H -1.62880 0.96084 1.78680
H 0.84589 -1.85100 0.92948
H 1.07890 -0.86701 -0.37757
H -0.22390 2.08185 0.10177
H 0.72820 -0.78217 -3.82880


(16)
11
Properties=species:S:1:pos:R:3 method="wB97M-V/def2-TZVPD" energy_ha=-260.54239 e_lumo_ha=0.028 gap_ha=0.3370 e_above_lowest_kcal_mol=100.04
C -0.13128 0.71429 0.00969
H 2.40745 0.02542 0.86345
H 2.06657 0.83114 -0.63168
H 0.36766 -1.07901 -0.81431
H 0.30571 1.75899 0.09717
H -1.17973 -1.49608 0.12640
H -3.09177 -0.32911 0.53990
N 2.05233 -0.13038 -0.10501
N 0.66995 -0.50768 0.10876
N -1.41561 0.68184 -0.07409
N -2.05128 -0.46943 -0.12028


(17)
13
Properties=species:S:1:pos:R:3 method="wB97M-V/def2-TZVPD" smiles="NOC(=O)N(N)N" energy_ha=-411.09482 e_lumo_ha=0.030 gap_ha=0.3634 e_above_lowest_kcal_mol=58.83
N 2.09876 -0.32467 1.58592
O 1.11910 -0.62596 0.53931
C 0.02809 0.24392 0.54404
O -0.16399 1.04839 1.45078
N -0.93083 -0.18137 -0.41541
N -0.67940 -1.16245 -1.32437
N -1.34085 1.11063 -0.99486
H 1.59456 0.31840 2.20884
H 2.75808 0.26977 1.08074
H 0.23488 -1.05746 -1.76337
H -0.82177 -2.08429 -0.91519
H -2.01236 0.84449 -1.71316
H -1.88426 1.60059 -0.28327


(18)
13
Properties=species:S:1:pos:R:3 method="wB97M-V/def2-TZVPD" energy_ha=-410.79523 e_lumo_ha=-0.040 gap_ha=0.2868 e_above_lowest_kcal_mol=246.83
C -0.29540 -0.06763 -0.07858
H 1.52265 1.33899 1.09029
H 1.33881 0.37087 2.69015
H -1.22555 1.43977 1.31185
H -2.23930 -0.84289 0.52258
H -0.43446 -2.35547 -0.97010
H 1.91287 1.27715 -1.97058
N 0.80049 1.12014 1.86846
N -0.31830 0.65182 1.07689
N -1.53886 -0.58708 -0.34332
N 0.60688 -0.11330 -0.98666
O -1.41620 -1.65134 -1.19406
O 1.92193 0.61087 -0.49473


(19)
13
Properties=species:S:1:pos:R:3 method="wB97M-V/def2-TZVPD" smiles="NN/C(=N/S)NO" energy_ha=-733.98857 e_lumo_ha=0.024 gap_ha=0.3449 e_above_lowest_kcal_mol=54.96
N -2.08813 -0.99830 -0.34532
N -1.55004 0.25288 0.19982
C -0.09132 0.08336 0.05519
N 0.18386 -1.09888 -0.35869
S 1.85420 -1.60528 -0.04859
N 0.67875 1.27797 0.38888
O 1.43896 1.84748 -0.60812
H -2.08077 -1.64266 0.50828
H -1.34256 -1.53919 -0.89504
H -1.75739 1.02861 -0.46873
H 2.12320 -1.12171 1.17948
H 0.31903 2.06413 0.96687
H 2.31222 1.45160 -0.57405


(20)
12
Properties=species:S:1:pos:R:3 method="wB97M-V/def2-TZVPD" smiles="NNC(=S)NN" energy_ha=-658.86238 e_lumo_ha=0.022 gap_ha=0.3269 e_above_lowest_kcal_mol=5.61
N 1.23445 -1.55917 1.03468
N 0.95936 -0.31975 0.54320
C -0.14549 0.07202 -0.13694
S -1.25478 -1.04013 -0.60816
N -0.29674 1.36554 -0.37058
N 0.63595 2.28819 0.05870
H 1.22105 -2.11661 0.21564
H 0.43057 -1.86718 1.60484
H 1.52616 0.40682 0.94644
H -1.17359 1.63693 -0.82313
H 0.15871 3.09484 0.54169
H 1.05541 2.63139 -0.79513